ORCA calculation (the ωB97M-V functional and the def2-TZVPD basis) on a cluster of 10 separate species, C54H126N10 in total in a non-equilibrium geometry.

Structure (XYZ):
```
190
Properties=species:S:1:pos:R:3:mulliken_charge:R:1
C 1.48 0.65 1.95 0.13
C 1.33 0.21 0.53 0.94
N 0.26 0.97 -0.20 1.15
C -1.07 0.75 0.33 -1.04
C -1.63 -0.72 0.30 0.27
C 0.41 0.54 -1.58 -0.03
C -0.63 1.21 -2.49 -1.59
H 0.56 0.41 2.49 0.14
H 1.65 1.72 2.05 -0.05
H 2.30 0.17 2.47 -0.85
H 2.32 0.29 0.09 0.10
H 1.12 -0.86 0.42 -0.71
H -1.09 0.98 1.39 0.15
H -1.76 1.48 -0.09 0.76
H -1.79 -1.02 -0.73 -1.08
H -0.93 -1.42 0.74 0.00
H -2.63 -0.78 0.75 0.41
H 0.27 -0.54 -1.63 -0.16
H 1.37 0.84 -2.00 0.72
H -0.56 2.30 -2.42 -0.21
H -1.64 0.89 -2.26 -0.13
H -0.55 0.97 -3.55 0.92
C 5.99 -0.52 3.03 -0.93
C 5.83 0.73 2.21 -0.38
N 6.61 1.85 2.66 0.13
C 6.44 2.22 4.06 -1.01
C 5.03 2.65 4.37 -0.57
C 6.38 3.02 1.79 -0.22
C 7.12 2.72 0.44 -1.42
H 5.38 -1.33 2.62 -0.05
H 5.65 -0.43 4.06 -0.14
H 7.01 -0.90 2.99 0.45
H 6.03 0.48 1.17 0.41
H 4.77 0.98 2.22 0.43
H 6.64 1.38 4.71 0.47
H 7.13 3.00 4.39 0.42
H 4.98 2.90 5.43 0.45
H 4.63 3.51 3.84 0.34
H 4.33 1.82 4.30 -0.10
H 6.96 3.83 2.23 0.48
H 5.35 3.36 1.67 0.13
H 8.06 2.23 0.67 0.42
H 7.41 3.57 -0.17 0.41
H 6.54 2.02 -0.16 0.21
C -1.25 -4.84 -6.43 -1.27
C -1.70 -4.59 -4.98 -0.43
N -1.74 -3.18 -4.64 0.24
C -1.46 -2.89 -3.22 0.72
C 0.07 -2.94 -3.02 -0.99
C -3.00 -2.58 -5.15 -0.60
C -2.95 -1.06 -5.08 -0.86
H -1.95 -4.45 -7.17 0.32
H -1.24 -5.92 -6.57 0.44
H -0.24 -4.50 -6.62 0.27
H -2.59 -5.17 -4.74 0.19
H -0.91 -5.01 -4.35 0.37
H -1.79 -1.90 -2.91 -0.63
H -1.96 -3.64 -2.61 0.05
H 0.56 -3.74 -3.56 0.62
H 0.54 -2.02 -3.38 0.20
H 0.16 -3.00 -1.93 0.08
H -3.78 -3.05 -4.56 0.15
H -3.17 -2.90 -6.18 0.47
H -3.69 -0.65 -5.77 0.57
H -1.95 -0.69 -5.31 0.35
H -3.11 -0.73 -4.05 -0.21
C 0.18 5.16 -3.79 -0.99
C -0.95 4.31 -4.39 -0.20
N -1.42 4.80 -5.74 -0.05
C -2.52 3.85 -6.19 -0.39
C -1.94 2.43 -6.39 -1.20
C -1.90 6.18 -5.56 -0.19
C -2.24 6.86 -6.88 -1.44
H 0.97 5.48 -4.47 0.42
H 0.65 4.59 -2.99 -0.09
H -0.12 6.05 -3.23 0.42
H -0.59 3.29 -4.50 0.19
H -1.76 4.31 -3.66 0.18
H -3.33 3.80 -5.46 0.37
H -3.01 4.18 -7.10 0.39
H -1.93 1.79 -5.51 0.13
H -2.54 1.88 -7.11 0.44
H -0.95 2.41 -6.83 0.40
H -1.13 6.79 -5.08 0.31
H -2.85 6.22 -5.04 0.27
H -1.34 6.93 -7.48 0.35
H -2.59 7.86 -6.62 0.41
H -3.00 6.35 -7.48 0.36
C -2.14 -6.35 4.60 -1.44
C -2.56 -5.65 3.33 -0.25
N -2.90 -4.18 3.45 -0.07
C -1.70 -3.43 3.78 -0.27
C -1.92 -1.92 3.98 -0.56
C -3.52 -3.65 2.22 0.00
C -4.82 -4.36 1.82 -1.71
H -2.82 -6.14 5.43 0.32
H -1.11 -6.12 4.84 0.31
H -2.08 -7.42 4.42 0.45
H -1.81 -5.80 2.55 0.32
H -3.41 -6.21 2.95 0.39
H -1.18 -3.79 4.67 0.39
H -0.98 -3.55 2.97 0.26
H -2.69 -1.69 4.73 0.43
H -0.99 -1.44 4.29 -0.12
H -2.16 -1.37 3.07 -0.14
H -2.73 -3.74 1.48 0.30
H -3.84 -2.61 2.35 0.21
H -5.53 -4.48 2.64 0.41
H -4.71 -5.38 1.46 0.42
H -5.19 -3.88 0.92 0.32
C -4.92 -4.82 -2.08 -0.46
C -6.36 -4.26 -2.09 -0.72
N -6.40 -2.88 -1.59 0.92
C -7.76 -2.44 -1.43 -0.59
C -8.63 -3.08 -0.36 -1.42
C -5.62 -1.96 -2.39 0.44
C -5.38 -0.58 -1.72 -1.37
H -4.43 -4.73 -1.11 -0.04
H -4.24 -4.37 -2.81 -0.31
H -5.03 -5.88 -2.31 0.53
H -6.80 -4.28 -3.08 0.40
H -6.90 -4.94 -1.42 0.33
H -7.80 -1.38 -1.16 0.31
H -8.23 -2.49 -2.41 0.46
H -9.53 -2.50 -0.18 0.43
H -8.87 -4.13 -0.55 0.34
H -8.09 -3.03 0.59 0.25
H -6.03 -1.81 -3.39 0.24
H -4.63 -2.39 -2.54 -0.65
H -4.72 -0.08 -2.44 0.35
H -4.92 -0.58 -0.74 0.17
H -6.24 0.08 -1.75 0.46
C 3.53 -0.09 8.38 -1.44
C 3.91 0.42 6.94 -0.68
N 3.04 -0.13 5.88 1.45
C 3.24 -1.58 5.73 -1.30
C 2.81 -2.06 4.33 -0.28
C 1.64 0.19 5.89 0.40
C 1.29 1.65 6.03 -1.57
H 3.77 -1.14 8.51 0.32
H 2.49 0.09 8.63 0.28
H 4.11 0.35 9.20 0.47
H 3.75 1.50 7.00 0.19
H 4.96 0.18 6.80 0.34
H 4.30 -1.82 5.80 0.48
H 2.79 -2.16 6.54 0.42
H 3.05 -3.10 4.10 0.61
H 1.73 -1.97 4.20 -0.03
H 3.25 -1.39 3.59 -0.37
H 1.12 -0.43 6.62 0.40
H 1.25 0.03 4.88 -0.70
H 0.21 1.82 6.13 0.43
H 1.50 2.19 5.11 0.27
H 1.77 2.20 6.83 0.35
C 3.73 -1.99 -1.49 -1.39
C 4.30 -2.19 -0.09 0.64
C 3.67 -3.34 0.68 -0.80
C 2.20 -3.28 0.76 0.22
N 1.06 -3.32 0.83 -0.44
H 2.85 -1.37 -1.37 0.21
H 3.43 -2.92 -1.98 0.39
H 4.49 -1.60 -2.16 0.42
H 4.22 -1.28 0.51 -0.62
H 5.37 -2.41 -0.13 0.53
H 4.14 -3.54 1.65 0.36
H 3.84 -4.22 0.06 0.49
C -1.45 5.37 2.72 -1.45
C -1.03 4.12 1.95 -0.25
C 0.24 4.41 1.11 1.58
C 0.08 5.51 0.15 -0.06
N -0.15 6.40 -0.57 -0.59
H -1.76 6.11 1.99 0.35
H -0.66 5.75 3.37 0.34
H -2.32 5.16 3.35 0.43
H -1.84 3.77 1.32 0.27
H -0.88 3.25 2.59 0.25
H 0.40 3.52 0.50 -1.16
H 1.13 4.54 1.73 0.42
C 3.02 3.16 -0.80 -0.06
C 3.65 4.46 -1.28 -0.83
C 4.42 4.34 -2.61 -0.36
C 4.88 5.64 -3.08 0.05
N 5.28 6.67 -3.47 -0.48
H 3.80 2.41 -0.69 0.31
H 2.19 2.79 -1.41 0.06
H 2.60 3.28 0.20 -0.34
H 4.32 4.76 -0.48 0.44
H 2.85 5.19 -1.37 0.40
H 3.84 3.91 -3.43 0.37
H 5.28 3.67 -2.54 0.34
```

**HOMO-LUMO gap**: 0.319 Ha
**LUMO energy**: 0.4 eV
**E_HOMO**: -8.27 eV